1.
Molecular formula: C18H16AuN4O2
Method: DFT, the ωB97M-V functional and the def2-TZVPD basis

Calculated values
- Multiplicity: 3
- ⟨S²⟩: 2.015
- E_LUMO (alpha / beta): -3.011 / -5.402 eV
- Charge: +1

CARTESIAN COORDINATES (ANGSTROEM)
Au -0.156 -0.103 0.247
O 1.245 -1.843 3.731
C 1.078 -1.343 2.652
N 0.018 -0.540 2.244
C -0.961 -0.102 3.126
O -1.084 -0.384 4.287
C -1.944 0.868 2.487
C -2.903 1.481 3.269
C -3.777 2.375 2.672
C -3.668 2.626 1.311
C -2.688 1.969 0.593
N -1.846 1.114 1.176
C 2.140 -1.533 1.576
C 3.326 -2.168 1.892
C 4.297 -2.290 0.910
C 4.052 -1.780 -0.358
C 2.836 -1.174 -0.603
N 1.910 -1.056 0.350
H -2.938 1.240 4.323
H -4.536 2.872 3.262
H -4.332 3.316 0.809
H -2.570 2.120 -0.474
H 3.456 -2.545 2.897
H 5.238 -2.777 1.131
H 4.789 -1.853 -1.146
H 2.585 -0.778 -1.581
C -1.175 -2.171 -2.247
C -0.663 -0.859 -2.692
C -0.452 -0.410 -4.043
C 0.050 0.849 -3.963
C 0.145 1.168 -2.561
C 0.651 2.415 -1.950
N -0.295 0.119 -1.826
H -1.855 -2.591 -2.988
H -1.681 -2.097 -1.284
H -0.345 -2.877 -2.134
H -0.671 -0.981 -4.933
H 0.322 1.511 -4.771
H 1.745 2.395 -1.907
H 0.280 2.540 -0.933
H 0.375 3.280 -2.552

Atomic partial charges in e from the natural (NBO) method, atoms 1 to 5: Au 1.1309; O -0.5056; C 0.6359; N -0.7636; C 0.6355

=====

2.
Molecular formula: C18H16AuN7S
Method: DFT, the ωB97M-V functional and the def2-TZVPD basis

Calculated values
- Multiplicity: 1
- Relative energy (zero: lowest compared OMol25 entry of this formula, charge and spin): 0.0 kJ/mol
- E_LUMO: -0.304 eV
- Charge: 0

CARTESIAN COORDINATES (ANGSTROEM)
Au -1.732 2.224 0.694
N -2.396 0.448 4.702
C -2.296 0.522 3.354
S -2.805 2.075 2.718
N -1.876 -0.577 2.776
N -1.827 -0.569 1.419
C -1.563 -1.705 0.904
C -1.503 -1.910 -0.553
C -1.012 -3.117 -1.052
C -0.975 -3.317 -2.421
C -1.430 -2.311 -3.257
C -1.900 -1.144 -2.670
N -1.944 -0.939 -1.361
H -2.612 1.271 5.232
H -2.086 -0.390 5.160
H -1.388 -2.569 1.548
H -0.665 -3.881 -0.368
H -0.599 -4.246 -2.829
H -1.428 -2.427 -4.332
H -2.263 -0.327 -3.288
C 0.889 3.684 -2.510
C -0.183 3.597 -1.642
N -0.390 2.509 -0.892
C 0.466 1.493 -0.989
C 1.610 1.521 -1.773
C 1.800 2.640 -2.572
C 2.527 0.369 -1.770
C 2.762 -0.456 -0.749
C 2.276 -0.321 0.644
C 1.817 -1.429 1.344
C 1.334 -1.210 2.624
N 1.340 -0.010 3.193
C 1.822 0.979 2.446
N 2.287 0.892 1.206
H 1.012 4.571 -3.116
H -0.895 4.402 -1.528
H 0.210 0.613 -0.419
H 2.660 2.702 -3.228
H 3.020 0.158 -2.713
H 3.368 -1.336 -0.940
H 1.807 -2.415 0.898
H 0.925 -2.024 3.212
H 1.833 1.965 2.897

Atomic partial charges in e from the natural (NBO) method, atoms 1 to 5: Au 0.4973; N -0.7930; C 0.3152; S -0.3392; N -0.4678

=====

3.
Molecular formula: C18H16BNaO6
Method: DFT, the ωB97M-V functional and the def2-TZVPD basis

Calculated values
- Multiplicity: 1
- E_LUMO: -4.174 eV
- Charge: 0

CARTESIAN COORDINATES (ANGSTROEM)
Na 1.363 1.178 -0.857
B 1.641 2.471 1.117
H 3.379 4.330 0.890
H -8.609 -2.384 -2.661
H -5.909 -2.681 -7.879
H 3.740 -1.761 -5.572
C 1.227 -3.469 -1.668
C 1.844 -4.654 -1.855
C 3.278 -4.738 -1.672
O 3.847 -5.821 -1.813
C 3.978 -3.644 -0.968
C 3.435 -2.466 -0.753
C 1.997 -2.246 -1.101
O 1.441 -1.142 -1.028
H 0.139 -3.193 -1.924
H 1.327 -5.386 -2.414
H 4.937 -3.973 -0.618
H 3.967 -1.684 -0.153
C -2.330 4.075 0.587
C -1.496 3.092 0.220
C -1.656 2.481 -1.118
O -0.854 1.695 -1.502
C -2.806 2.874 -1.898
C -3.572 3.916 -1.607
C -3.502 4.526 -0.249
O -4.388 5.225 0.221
H -2.102 4.662 1.470
H -0.583 2.940 0.763
H -2.930 2.308 -2.833
H -4.328 4.315 -2.277
C -0.108 -0.707 2.035
C -0.970 0.103 2.666
C -0.727 0.681 3.943
O -1.655 1.259 4.521
C 0.652 0.514 4.530
C 1.655 0.040 3.788
C 1.349 -0.737 2.547
O 2.106 -1.653 2.110
H -0.390 -1.370 1.208
H -1.964 0.154 2.203
H 0.911 0.849 5.536
H 2.667 0.020 4.064

Atomic partial charges in e from the natural (NBO) method, atoms 1 to 5: Na 0.9068; B 0.0201; H -0.2143; H -0.1794; H -0.1474

=====

What did we get for molecular weight? Answer: 517.32, 559.41, 362.12 Da, in the order shown.
What did we get for DFT total energy? Answer: -1200.4874, -1612.6867, -1333.1386 hartree, in the order shown.